Computed, not measured: a structure of composition C28H41HfN7O8SSi4Te, with wB97M-V/def2-TZVPD.

```
! wB97M-V def2-TZVPD RIJCOSX def2/J DEFGRID3
* xyz 0 1
Hf -2.247 0.251 1.399
N -5.047 0.762 5.034
C -4.309 1.047 3.921
S -2.634 1.256 4.085
N -4.986 1.121 2.790
N -4.250 1.177 1.665
C -4.832 1.529 0.586
C -4.087 1.587 -0.672
C -4.738 1.781 -1.873
C -3.991 1.793 -3.043
C -2.617 1.682 -2.953
C -2.039 1.528 -1.703
N -2.756 1.449 -0.581
H -4.627 0.992 5.917
H -6.051 0.840 4.957
H -5.879 1.795 0.603
H -5.816 1.879 -1.895
H -4.482 1.886 -4.009
H -1.978 1.690 -3.826
H -0.973 1.450 -1.583
O -5.336 -4.895 0.976
C -5.090 -4.703 2.262
O -5.445 -5.487 3.106
C -4.375 -3.453 2.647
C -4.133 -3.087 3.958
N -3.512 -1.897 3.932
N -3.340 -1.468 2.682
C -3.846 -2.394 1.890
C -3.716 -2.170 0.412
O -4.220 -2.923 -0.396
O -3.027 -1.131 0.104
H -4.943 -4.187 0.410
H -4.372 -3.599 4.883
H -3.164 -1.318 4.675
O -0.728 1.469 1.436
C -0.002 0.357 1.831
O -0.838 -0.585 2.433
C 1.192 0.651 2.634
C 1.619 -0.311 3.536
C 2.597 0.003 4.460
C 3.154 1.266 4.432
C 2.774 2.221 3.512
C 1.775 1.903 2.602
N 4.148 1.609 5.453
O 4.391 0.776 6.302
O 4.664 2.703 5.387
H 1.133 -1.280 3.560
H 2.906 -0.706 5.217
H 3.225 3.200 3.533
H 1.411 2.650 1.915
C 3.843 -2.589 -0.206
Si 4.010 -0.804 -0.850
C 5.410 -0.833 -2.143
C 4.517 0.389 0.541
Si 1.877 -0.112 -1.746
Te 0.082 -0.792 -0.048
Si 2.019 2.216 -2.459
C 3.572 2.379 -3.548
C 0.657 2.984 -3.582
C 2.160 3.323 -0.916
Si 1.237 -1.490 -3.588
C -0.406 -0.920 -4.366
C 0.980 -3.295 -3.053
C 2.566 -1.397 -4.953
H 4.716 -2.877 0.396
H 3.755 -3.303 -1.042
H 2.943 -2.709 0.405
H 6.374 -1.035 -1.647
H 5.525 0.116 -2.685
H 5.249 -1.629 -2.892
H 5.364 -0.011 1.127
H 3.688 0.569 1.234
H 4.838 1.361 0.130
H 3.485 1.749 -4.449
H 4.492 2.077 -3.028
H 3.696 3.422 -3.874
H 0.257 2.251 -4.296
H 1.117 3.785 -4.175
H -0.172 3.414 -3.008
H 3.095 3.135 -0.372
H 1.332 3.109 -0.226
H 2.128 4.390 -1.181
H -1.217 -0.933 -3.627
H -0.693 -1.601 -5.184
H -0.332 0.096 -4.776
H 0.287 -3.341 -2.203
H 1.913 -3.780 -2.735
H 0.551 -3.894 -3.875
H 2.580 -0.401 -5.417
H 2.376 -2.142 -5.739
H 3.570 -1.586 -4.547
*
```

Kohn-Sham gap, hartree: 0.251
Calculated total energy, hartree: -3949.195553
HOMO energy, eV: -8.133
Relative energy (zero: lowest compared OMol25 entry of this formula, charge and spin), eV: 0.603

Computed, not measured: a structure of composition C28H41N2O5PS3Sm, with wB97M-V/def2-TZVPD.

```
! wB97M-V def2-TZVPD RIJCOSX def2/J DEFGRID3
* xyz 1 6
Sm 0.275 -0.308 0.770
O 1.450 1.576 0.563
C 1.704 2.707 1.169
C 2.150 3.831 0.448
C 2.384 5.026 1.089
C 2.213 5.157 2.470
C 1.829 4.059 3.200
C 1.562 2.828 2.576
C 1.252 1.706 3.421
N 0.853 0.539 3.063
C 0.745 -0.481 4.103
C 1.488 -1.715 3.598
N 0.818 -2.124 2.364
C 0.432 -3.344 2.263
C -0.485 -3.887 1.292
C -0.551 -5.283 1.163
C -1.469 -5.883 0.333
C -2.393 -5.082 -0.339
C -2.381 -3.710 -0.205
C -1.412 -3.070 0.588
O -1.373 -1.764 0.683
H 2.290 3.732 -0.621
H 2.711 5.882 0.512
H 2.403 6.102 2.957
H 1.728 4.133 4.277
H 1.403 1.897 4.489
H -0.308 -0.740 4.255
H 1.158 -0.133 5.055
H 1.473 -2.520 4.340
H 2.529 -1.449 3.394
H 0.771 -4.061 3.020
H 0.145 -5.895 1.726
H -1.495 -6.958 0.227
H -3.142 -5.544 -0.970
H -3.120 -3.100 -0.708
C -2.812 3.743 1.885
C -2.208 2.655 2.786
S -2.381 0.883 2.356
C -3.625 0.825 1.051
C -3.167 1.221 -0.376
S -1.437 1.740 -0.394
C -1.378 3.205 -1.433
C -2.112 4.383 -0.796
S -1.637 4.734 0.912
H -3.321 4.452 2.538
H -3.582 3.359 1.218
H -2.659 2.754 3.773
H -1.137 2.829 2.896
H -4.485 1.421 1.354
H -3.952 -0.215 1.052
H -3.787 2.027 -0.766
H -3.293 0.368 -1.041
H -1.752 3.004 -2.438
H -0.312 3.427 -1.507
H -3.194 4.247 -0.847
H -1.898 5.286 -1.369
C 2.773 -3.605 -4.833
C 2.424 -3.537 -3.368
O 1.569 -2.367 -3.177
P 1.043 -2.100 -1.676
O -0.187 -1.077 -1.987
C -1.349 -1.451 -2.754
C -1.529 -0.464 -3.881
O 1.989 -0.882 -1.078
C 2.571 0.138 -1.966
C 4.000 -0.218 -2.280
H 3.423 -4.460 -5.019
H 3.297 -2.703 -5.148
H 1.876 -3.718 -5.439
H 3.317 -3.420 -2.750
H 1.880 -4.421 -3.032
H -2.189 -1.446 -2.059
H -1.227 -2.470 -3.129
H -1.617 0.549 -3.485
H -2.430 -0.696 -4.449
H -0.677 -0.498 -4.560
H 2.488 1.065 -1.404
H 1.949 0.199 -2.859
H 4.576 -0.337 -1.362
H 4.458 0.582 -2.863
H 4.063 -1.136 -2.862
*
```

Kohn-Sham gap (alpha / beta), hartree: 0.295 / 0.299
Calculated total energy, hartree: -3771.123971
HOMO energy (alpha / beta), eV: -10.344 / -10.360
Relative energy (zero: lowest compared OMol25 entry of this formula, charge and spin), eV: 0.322
<S²>: 8.7581

Computed, not measured: a structure of composition C28H41N3Si2TeTl, with wB97M-V/def2-TZVPD.

```
! wB97M-V def2-TZVPD RIJCOSX def2/J DEFGRID3
* xyz -1 1
Tl 0.523 0.070 1.363
C -2.113 1.671 3.927
Si -3.468 0.387 3.693
C -5.021 1.298 3.112
C -3.847 -0.393 5.382
C -2.978 -1.000 2.522
Te -2.570 -0.387 0.482
C -4.787 -0.652 0.053
Si -5.237 -2.350 -0.587
C -4.726 -3.682 0.653
C -7.103 -2.521 -0.898
C -4.340 -2.651 -2.223
H -2.370 2.367 4.733
H -1.964 2.251 3.016
H -1.155 1.209 4.170
H -5.211 2.164 3.753
H -5.909 0.663 3.144
H -4.906 1.662 2.088
H -4.089 0.373 6.123
H -2.987 -0.956 5.750
H -4.695 -1.080 5.319
H -3.770 -1.749 2.449
H -2.073 -1.495 2.873
H -5.039 0.120 -0.679
H -5.300 -0.408 0.986
H -5.304 -3.611 1.578
H -3.668 -3.570 0.905
H -4.871 -4.685 0.245
H -7.674 -2.393 0.026
H -7.346 -3.505 -1.306
H -7.454 -1.769 -1.609
H -3.264 -2.525 -2.083
H -4.661 -1.937 -2.985
H -4.518 -3.656 -2.610
C 2.155 -1.531 -2.425
C 2.512 -1.237 -0.952
C 4.051 -1.100 -0.892
C 1.794 0.044 -0.527
C 2.054 -2.380 -0.055
C 1.054 -3.275 -0.430
C 0.637 -4.293 0.418
C 1.215 -4.448 1.668
C 2.200 -3.557 2.068
C 2.605 -2.533 1.222
H 2.641 -0.793 -3.065
H 1.080 -1.444 -2.580
H 2.489 -2.529 -2.736
H 4.378 -0.374 -1.640
H 4.546 -2.059 -1.094
H 4.376 -0.735 0.081
H 2.131 0.858 -1.186
H 0.580 -3.188 -1.399
H -0.149 -4.969 0.100
H 0.905 -5.254 2.323
H 2.654 -3.655 3.047
H 3.371 -1.850 1.558
N -5.272 9.405 -1.241
C -4.512 8.601 -0.926
C -3.580 7.607 -0.532
C -2.588 7.889 0.414
C -1.694 6.920 0.806
C -1.751 5.634 0.266
C -2.734 5.350 -0.686
C -3.631 6.317 -1.074
N -0.844 4.649 0.666
C 0.367 4.843 1.311
C 0.892 3.602 1.491
N 0.042 2.651 0.990
C -0.978 3.298 0.500
H -2.536 8.882 0.840
H -0.950 7.155 1.554
H -2.780 4.368 -1.135
H -4.386 6.094 -1.816
H 0.758 5.814 1.554
H 1.830 3.330 1.948
H -1.838 2.821 0.059
*
```

Kohn-Sham gap (alpha / beta), hartree: 0.124 / 0.124
Calculated total energy, hartree: -2275.264781
HOMO energy (alpha / beta), eV: -1.772 / -1.769